No. 1
Here is a structure of composition C38H31P2PtSSi from the OMol25 dataset. Energies are from wB97M-V/def2-TZVPD.

Calculated values
<S²>: 0.7603
ΔE to the lowest compared entry with this formula, charge and spin (kcal/mol): 0.0
Charge: +2
2S+1: 2
Gap between HOMO and LUMO (spin up / spin down) (eV): 5.66 / 6.41

```
74
C38H31P2PtSSi, DFT wB97M-V/def2-TZVPD
Pt 0.23 0.04 1.25
C 3.74 0.43 1.27
Si 2.31 0.13 0.12
C 2.49 -1.56 -0.66
C 3.71 -1.94 -1.22
C 3.87 -3.19 -1.80
C 2.81 -4.10 -1.80
C 1.60 -3.75 -1.24
C 1.45 -2.49 -0.66
P -0.10 -2.00 0.11
C -0.32 -2.88 1.66
C -1.51 -2.70 2.38
C -1.67 -3.30 3.62
C -0.63 -4.06 4.16
C 0.55 -4.23 3.46
C 0.72 -3.64 2.21
C -1.40 -2.46 -1.05
C -2.36 -3.42 -0.75
C -3.25 -3.82 -1.74
C -3.18 -3.28 -3.01
C -2.20 -2.34 -3.31
C -1.32 -1.93 -2.34
C 2.15 1.58 -1.06
C 3.19 1.89 -1.93
C 3.09 2.97 -2.79
C 1.95 3.78 -2.77
C 0.92 3.50 -1.90
C 1.03 2.40 -1.04
P -0.27 2.03 0.14
C -0.30 3.30 1.42
C 0.69 4.28 1.48
C 0.69 5.21 2.51
C -0.29 5.14 3.50
C -1.27 4.16 3.45
C -1.27 3.23 2.43
C -1.84 2.05 -0.73
C -2.86 2.96 -0.45
C -4.02 2.95 -1.22
C -4.16 2.04 -2.25
C -3.14 1.13 -2.54
C -1.99 1.14 -1.79
H 4.63 0.51 0.63
H 3.91 -0.38 1.98
H 3.66 1.37 1.82
H 4.55 -1.26 -1.24
H 4.81 -3.46 -2.25
H 2.94 -5.08 -2.25
H 0.77 -4.45 -1.24
H -2.32 -2.11 1.97
H -2.59 -3.17 4.17
H -0.76 -4.53 5.12
H 1.35 -4.83 3.88
H 1.65 -3.77 1.67
H -2.42 -3.86 0.23
H -4.00 -4.57 -1.51
H -3.87 -3.61 -3.77
H -2.13 -1.94 -4.32
H -0.52 -1.22 -2.60
H 4.08 1.28 -1.97
H 3.89 3.19 -3.48
H 1.88 4.63 -3.44
H 0.04 4.13 -1.88
H 1.45 4.34 0.71
H 1.44 5.98 2.55
H -0.29 5.87 4.30
H -2.03 4.11 4.22
H -2.03 2.46 2.40
H -2.75 3.68 0.34
H -4.80 3.66 -1.01
H -5.07 2.04 -2.84
H -3.26 0.43 -3.36
H -1.18 0.46 -2.02
S 0.68 0.51 4.78
C 0.44 0.32 3.29
```

---

No. 2
Here is a structure of composition C30H15BrF4NNaO5P from the OMol25 dataset. Energies are from wB97M-V/def2-TZVPD.

Calculated values
ΔE to the lowest compared entry with this formula, charge and spin (kcal/mol): 14.4
Charge: -1
Gap between HOMO and LUMO (eV): 5.49

```
58
C30H15BrF4NNaO5P, DFT wB97M-V/def2-TZVPD
Na -0.01 -0.64 -1.15
O 4.57 -4.43 -0.89
C 3.60 -3.71 -0.98
C 3.34 -2.69 -2.07
O 4.11 -2.40 -2.97
C 1.99 -2.14 -1.84
C 1.45 -2.72 -0.62
O 0.31 -2.47 -0.11
C 2.42 -3.66 -0.06
O 2.30 -4.31 0.98
O 1.43 -1.29 -2.58
F 4.95 4.40 2.25
C 3.80 3.86 1.86
C 2.65 4.62 1.83
F 2.68 5.90 2.19
C 1.45 4.03 1.44
F 0.37 4.82 1.49
C 1.37 2.70 1.05
P -0.18 1.85 0.53
C -0.63 1.11 2.13
C -0.91 -0.25 2.17
C -1.19 -0.87 3.38
C -1.20 -0.14 4.55
C -0.92 1.22 4.52
C -0.62 1.84 3.32
C -1.41 3.17 0.24
C -1.29 3.90 -0.94
C -2.22 4.88 -1.27
C -3.30 5.11 -0.43
C -3.45 4.37 0.73
C -2.51 3.40 1.06
C 2.55 1.94 1.09
Br 2.60 0.12 0.62
C 3.74 2.52 1.50
F 4.87 1.81 1.56
H -0.86 -0.87 1.28
H -1.37 -1.94 3.39
H -1.42 -0.63 5.49
H -0.91 1.80 5.44
H -0.39 2.90 3.31
H -0.46 3.70 -1.62
H -2.10 5.44 -2.18
H -4.03 5.87 -0.69
H -4.29 4.53 1.38
H -2.64 2.82 1.97
N -2.18 -1.30 -1.94
C -2.07 -2.35 -2.40
C -1.74 -3.65 -2.93
C -2.23 -4.11 -4.14
C -1.83 -5.36 -4.59
C -0.94 -6.11 -3.84
C -0.45 -5.64 -2.63
C -0.85 -4.40 -2.15
H -2.91 -3.50 -4.73
H -2.19 -5.73 -5.54
H -0.62 -7.08 -4.20
H 0.25 -6.23 -2.05
H -0.48 -3.99 -1.22
```

---

No. 3
Here is a structure of composition C27H43INPSi4TaTe from the OMol25 dataset. Energies are from wB97M-V/def2-TZVPD.

Calculated values
Charge: +3
Gap between HOMO and LUMO (eV): 5.14

```
79
C27H43INPSi4TaTe, DFT wB97M-V/def2-TZVPD
Ta 0.24 -1.74 1.59
N -1.21 -1.42 3.24
C -0.89 -0.38 4.27
C -1.85 -0.10 5.22
C -1.56 0.85 6.20
C -0.33 1.50 6.21
C 0.62 1.21 5.25
C 0.35 0.26 4.26
P 1.55 -0.09 2.97
C 2.35 -1.67 3.23
C 2.02 -2.53 4.29
C 2.59 -3.79 4.34
C 3.46 -4.21 3.34
C 3.79 -3.37 2.28
C 3.24 -2.10 2.21
C 2.67 1.24 2.60
C 3.95 1.25 3.16
C 4.78 2.33 2.92
C 4.33 3.38 2.13
C 3.05 3.36 1.57
C 2.21 2.29 1.80
H -2.12 -1.21 2.84
H -1.33 -2.31 3.72
H -2.81 -0.60 5.22
H -2.30 1.09 6.95
H -0.12 2.24 6.97
H 1.57 1.73 5.25
H 1.38 -2.19 5.09
H 2.36 -4.46 5.17
H 3.91 -5.20 3.40
H 4.50 -3.69 1.53
H 3.52 -1.43 1.41
H 4.29 0.43 3.78
H 5.77 2.35 3.35
H 4.98 4.22 1.94
H 2.72 4.19 0.96
H 1.22 2.27 1.37
C 0.66 -2.51 -3.68
Si 0.45 -0.69 -4.05
C 1.95 0.29 -3.50
C 0.00 -0.34 -5.83
Si -1.46 0.16 -2.86
Te -0.72 -0.57 -0.39
Si -3.46 -1.12 -3.04
C -4.08 -0.57 -4.71
C -3.03 -2.94 -2.96
C -4.59 -0.62 -1.64
Si -1.64 2.53 -2.58
C -0.04 3.16 -1.83
C -1.88 3.13 -4.33
C -3.10 2.90 -1.48
H 1.62 -2.84 -4.09
H -0.12 -3.12 -4.14
H 0.67 -2.72 -2.61
H 2.84 -0.13 -3.97
H 2.11 0.25 -2.42
H 1.88 1.33 -3.80
H 0.87 -0.58 -6.46
H -0.24 0.70 -6.01
H -0.83 -0.96 -6.18
H -3.39 -0.82 -5.52
H -4.28 0.51 -4.74
H -5.03 -1.07 -4.92
H -2.50 -3.28 -3.85
H -3.95 -3.52 -2.88
H -2.42 -3.18 -2.08
H -4.90 0.42 -1.71
H -4.13 -0.78 -0.66
H -5.49 -1.24 -1.67
H 0.80 3.06 -2.51
H 0.21 2.66 -0.89
H -0.16 4.23 -1.61
H -1.03 2.90 -4.97
H -1.98 4.22 -4.30
H -2.78 2.74 -4.80
H -3.08 2.35 -0.54
H -4.05 2.71 -1.97
H -3.08 3.97 -1.22
I 0.48 -4.30 1.34
```

---

Sequential total energy output: -2955.88329, -5060.40383, -3230.62233 Ha